The following is a quantum chemistry calculation of a gas-phase ion, C4H9N4OS (charge +1) in a non-equilibrium geometry, from the Open Molecules 2025 dataset.

- HOMO-LUMO gap: 0.253 Ha
- Structure (SMILES): CONC(=S)[N+]1=NCNC1
- Net charge: +1
- Largest force on an atom: 5.50 eV Å⁻¹
- HOMO energy: -13.199 eV
- Relative energy (zero: lowest compared OMol25 entry of this formula, charge and spin): 5.8644 eV

```
19
C4H9N4OS | the Open Molecules 2025 dataset | wB97M-V/def2-TZVPD
C 3.872 -0.507 0.212
O 2.662 -0.370 -0.645
N 1.433 -0.744 -0.143
C 0.633 0.270 0.290
S 1.200 1.766 0.731
N -0.802 0.170 0.002
N -1.278 -0.695 -0.773
C -2.688 -0.465 -0.840
N -3.097 0.574 0.057
C -1.850 0.913 0.759
H 3.683 0.279 0.986
H 4.582 -0.086 -0.558
H 3.888 -1.443 0.618
H 1.394 -1.726 -0.202
H -2.989 -0.356 -1.922
H -3.332 -1.373 -0.551
H -3.730 1.201 -0.393
H -1.610 2.028 0.624
H -1.973 0.565 1.747
```